Entry from the Open Molecules 2025 dataset: 14 unconnected molecules or ions with the total composition C32H100N8O14 in a non-equilibrium geometry (the ωB97M-V functional and the def2-TZVPD basis).

```
! RIJCOSX wB97M-V def2-TZVPD def2/J DEFGRID3
* xyz 0 1
C 15.301 -22.540 8.594
C 16.264 -22.341 7.379
C 15.625 -22.677 5.987
O 15.138 -24.009 6.001
C 14.452 -24.421 4.933
N 16.708 -20.926 7.275
H 15.803 -22.173 9.490
H 15.162 -23.614 8.715
H 14.344 -22.020 8.574
H 17.166 -22.935 7.522
H 16.306 -22.625 5.138
H 14.808 -21.967 5.855
H 13.841 -25.312 5.077
H 15.237 -24.823 4.292
H 13.884 -23.719 4.323
H 15.922 -20.344 7.024
H 16.892 -20.583 8.207
C 19.341 -11.935 8.463
C 18.966 -13.361 8.974
C 20.124 -13.985 9.734
O 21.257 -14.214 8.919
C 21.176 -15.454 8.198
N 17.764 -13.304 9.774
H 18.627 -11.601 7.710
H 20.266 -12.037 7.896
H 19.504 -11.278 9.318
H 18.736 -13.905 8.059
H 19.775 -14.829 10.328
H 20.536 -13.384 10.544
H 20.608 -15.279 7.284
H 20.858 -16.286 8.826
H 22.171 -15.681 7.816
H 17.983 -12.487 10.326
H 16.927 -13.094 9.249
C 30.516 -20.134 1.338
C 29.040 -19.900 1.116
C 28.736 -18.427 1.321
O 27.308 -18.287 1.261
C 26.813 -16.941 1.565
N 28.667 -20.192 -0.248
H 30.664 -20.133 2.418
H 31.154 -19.366 0.900
H 30.892 -21.052 0.887
H 28.555 -20.595 1.802
H 28.958 -17.798 0.459
H 29.205 -17.932 2.171
H 25.734 -17.069 1.483
H 27.050 -16.290 0.724
H 27.091 -16.565 2.550
H 27.756 -19.832 -0.495
H 28.478 -21.184 -0.210
C 21.567 -21.996 -0.832
C 21.227 -21.186 0.333
C 21.914 -21.561 1.641
O 21.635 -22.861 2.003
C 22.381 -23.288 3.149
N 21.590 -19.815 -0.089
H 22.641 -21.944 -1.006
H 21.081 -21.644 -1.742
H 21.197 -23.000 -0.622
H 20.160 -21.244 0.548
H 21.967 -20.764 2.383
H 22.990 -21.622 1.477
H 21.984 -24.254 3.460
H 22.183 -22.595 3.967
H 23.418 -23.472 2.866
H 21.036 -19.646 -0.917
H 22.524 -19.894 -0.467
C 18.818 -13.483 0.073
C 18.195 -13.306 -1.232
C 16.758 -13.944 -1.243
O 16.941 -15.359 -1.291
C 15.736 -16.157 -1.668
N 18.076 -11.888 -1.590
H 19.863 -13.174 0.073
H 18.625 -14.446 0.547
H 18.497 -12.710 0.772
H 18.907 -13.702 -1.957
H 16.158 -13.758 -2.135
H 16.045 -13.588 -0.499
H 15.304 -15.871 -2.627
H 14.906 -16.029 -0.974
H 15.914 -17.230 -1.744
H 17.869 -11.785 -2.573
H 19.011 -11.564 -1.392
C 8.501 -6.466 12.497
C 9.633 -6.131 11.362
C 11.054 -6.613 11.721
O 11.557 -6.196 13.027
C 12.918 -6.754 13.187
N 9.403 -6.794 10.104
H 8.636 -5.904 13.421
H 8.531 -7.534 12.710
H 7.489 -6.362 12.106
H 9.551 -5.053 11.219
H 11.732 -6.345 10.910
H 11.127 -7.699 11.668
H 13.555 -6.251 12.460
H 13.108 -7.826 13.149
H 13.330 -6.384 14.126
H 9.973 -6.595 9.294
H 8.501 -6.440 9.819
C 22.860 -4.452 19.543
C 23.734 -4.001 18.372
C 23.129 -4.731 17.120
O 23.417 -6.123 17.031
C 22.841 -6.883 15.890
N 23.352 -2.560 18.132
H 23.380 -4.108 20.436
H 22.829 -5.541 19.562
H 21.852 -4.048 19.645
H 24.822 -4.059 18.355
H 23.725 -4.290 16.321
H 22.088 -4.533 16.866
H 22.935 -7.966 15.967
H 23.190 -6.490 14.935
H 21.768 -6.699 15.932
H 23.382 -2.459 17.127
H 22.400 -2.243 18.251
C 25.285 -7.820 5.971
C 24.748 -6.492 6.587
C 25.648 -6.029 7.776
O 25.229 -4.866 8.439
C 26.111 -4.356 9.414
N 24.453 -5.431 5.720
H 26.355 -7.731 5.786
H 24.731 -8.212 5.118
H 25.211 -8.595 6.735
H 23.736 -6.660 6.955
H 26.656 -5.869 7.394
H 25.664 -6.740 8.601
H 26.324 -5.150 10.129
H 25.769 -3.497 9.991
H 27.047 -4.101 8.918
H 24.989 -4.668 6.108
H 24.954 -5.663 4.874
O 17.309 -18.143 2.501
H 17.253 -17.905 1.576
H 18.223 -18.398 2.629
O 14.147 -16.185 5.335
H 14.555 -15.342 5.534
H 14.583 -16.480 4.536
O 12.275 -10.903 7.516
H 11.834 -10.638 6.709
H 11.729 -10.545 8.216
O 11.138 -14.687 11.473
H 11.588 -14.182 10.797
H 10.220 -14.424 11.400
O 18.179 -14.762 15.744
H 17.739 -15.612 15.732
H 18.702 -14.752 14.942
O 15.653 -16.965 11.774
H 16.064 -16.102 11.730
H 14.714 -16.787 11.721
*
```

Gap between HOMO and LUMO, eV: 9.4
Energy, hartree: -2770.1973
M, Da: 821.19
LUMO level, hartree: 0.0059

Entry from the Open Molecules 2025 dataset: a gas-phase ion, C4H6N (charge +1) in a non-equilibrium geometry (the ωB97M-V functional and the def2-TZVPD basis).

```
! RIJCOSX wB97M-V def2-TZVPD def2/J DEFGRID3
* xyz 1 1
C 2.461 -0.354 -1.084
C -0.934 -0.330 -0.294
C -0.653 0.039 1.139
C 0.189 0.588 -0.747
N 1.420 0.146 -0.786
H 3.333 -0.756 -1.232
H -0.643 -1.317 -0.504
H -1.950 -0.021 -0.723
H -1.132 0.851 1.501
H 0.168 -0.636 1.668
H -0.119 1.683 -0.856
*
```

Gap between HOMO and LUMO (alpha / beta), eV: 7.8 / 7.9
Energy, hartree: -210.3254
M, Da: 68.10
LUMO level (alpha / beta), hartree: -0.2134 / -0.2107

Entry from the Open Molecules 2025 dataset: a molecular structure, C11H15ClHgNO3SSc in a non-equilibrium geometry (the ωB97M-V functional and the def2-TZVPD basis).

```
! RIJCOSX wB97M-V def2-TZVPD def2/J DEFGRID3
* xyz -2 1
Sc 0.989 -0.647 -2.536
Cl 1.775 1.404 -1.734
C -0.507 0.091 -3.904
C 2.447 -1.108 -4.083
H -0.330 -0.390 -4.876
H -1.533 -0.116 -3.560
H -0.404 1.179 -4.032
H 1.959 -1.560 -4.962
H 3.227 -1.797 -3.727
H 2.946 -0.196 -4.439
Hg -0.777 0.892 -0.485
C -2.173 2.360 -1.027
C 0.214 -0.912 0.046
H -2.507 2.158 -2.059
H -3.038 2.351 -0.346
H -1.644 3.323 -0.982
H 1.300 -0.810 0.004
H -0.151 -1.827 -0.428
O 1.674 2.639 3.465
S 2.006 1.233 3.491
O 3.356 0.817 3.763
N 1.355 0.472 2.123
C 0.465 -0.419 2.430
O -0.175 -1.093 1.470
C 0.154 -0.567 3.865
C -0.796 -1.351 4.544
C -1.013 -1.106 5.896
C -0.294 -0.107 6.586
C 0.694 0.625 5.912
C 0.875 0.386 4.561
H -1.319 -2.120 3.985
H -1.760 -1.678 6.446
H -0.499 0.106 7.630
H 1.285 1.400 6.417
*
```

Gap between HOMO and LUMO (alpha / beta), eV: 4.1 / 3.6
Energy, hartree: -2481.0539
M, Da: 522.31
LUMO level (alpha / beta), hartree: 0.1816 / 0.1780